(1)
A structure of composition C19H25N10S2Tc. Source: the OMol25 dataset; level of theory: ωB97M-V/def2-TZVPD.

Summary:
<S²>: 0.76
DFT total energy, a.u.: -2162.8179
Lowest unoccupied orbital energy (spin up / spin down), eV: -9.40 / -9.56
Charge: +3
Kohn-Sham gap (spin up / spin down), eV: 7.07 / 7.13
2S+1: 2

```
57
Properties=species:S:1:pos:R:3:forces:R:3
Tc -0.41144 -1.07047 -0.03683 0.4271 0.0841 -0.2913
C 0.07540 -0.96811 2.08938 0.0915 -0.0739 0.1324
C 1.53337 -1.26361 1.74318 -0.0172 0.0422 -0.1129
C 1.31390 -2.38955 0.72967 -0.2381 0.0340 0.0860
C 0.11612 -3.01447 1.04906 0.0957 -0.0522 -0.0656
C -0.66793 -2.13585 1.86706 0.1049 -0.1588 0.3953
H -0.25311 -0.18958 2.76309 0.0248 0.0855 -0.0657
H 2.16083 -1.59410 2.57853 -0.0005 -0.0245 0.0069
H 2.11508 -2.83213 0.15452 -0.0370 0.0027 -0.0307
H -0.21307 -3.97073 0.66734 -0.0025 0.0139 -0.0094
H -1.62407 -2.38324 2.30388 -0.0611 0.0980 -0.0751
C -5.40453 -1.61094 -1.24807 0.0010 -0.0004 0.0009
N -4.29922 -1.28808 -2.15956 -0.0328 -0.0190 0.0107
C -4.44184 -0.77320 -3.43214 0.0530 0.0033 -0.0549
C -3.20851 -0.62374 -3.94747 -0.0803 0.0174 -0.0242
N -2.30357 -1.06025 -2.97857 0.0705 0.0179 -0.0340
C -3.00292 -1.45304 -1.88776 0.0413 -0.0016 0.2099
S -2.43476 -2.04128 -0.36450 -0.2806 -0.2259 -0.1990
C -0.91122 -1.21261 -3.23325 -0.1210 -0.0568 -0.0635
C -0.52808 -1.50285 -4.53701 -0.0426 0.0296 0.0513
C 0.81570 -1.54984 -4.84670 0.0402 0.0033 0.0147
C 1.73773 -1.31985 -3.83439 -0.0142 -0.0247 -0.0072
C 1.26754 -1.11469 -2.55958 0.0462 0.0091 0.0344
N -0.04225 -1.05603 -2.22881 0.0305 0.0346 0.0180
H -6.33701 -1.44761 -1.77887 0.0018 0.0089 -0.0064
H -5.36231 -0.96634 -0.37290 0.0181 -0.0015 0.0031
H -5.34221 -2.65322 -0.94565 0.0055 -0.0053 -0.0100
H -5.40720 -0.55204 -3.85406 0.0022 -0.0037 -0.0001
H -2.89352 -0.22643 -4.89492 0.0051 -0.0027 -0.0042
H -1.27278 -1.71107 -5.29078 -0.0154 0.0102 0.0082
H 1.13663 -1.77666 -5.85458 0.0005 0.0059 -0.0008
H 2.80159 -1.33909 -4.02233 -0.0022 0.0010 0.0107
H 1.96355 -0.99699 -1.74120 0.0167 -0.0018 0.0273
N -2.55766 3.62322 1.31783 0.0056 0.0215 0.0248
N -2.07639 2.64878 0.48821 0.0460 0.0157 -0.1023
N -1.83602 2.87933 -0.78859 -0.0138 0.0620 0.0480
C -1.28014 1.74565 -1.16579 -0.0648 -0.0466 0.0745
N -1.21070 0.87503 -0.14366 -0.0145 0.2165 0.0306
N -1.71632 1.49218 0.92586 -0.0198 -0.1106 -0.0684
H -2.94676 4.36994 0.75231 0.0019 0.0165 -0.0169
H -3.23094 3.23362 1.96787 -0.0116 -0.0134 0.0117
H -0.92948 1.55474 -2.16517 -0.0047 0.0090 0.0092
S 2.41240 0.09349 0.87123 -0.0024 -0.0519 0.0813
C 3.06945 1.07958 2.18517 -0.0535 0.0055 -0.0361
N 4.01689 1.92228 1.83980 0.0213 0.0221 -0.0230
C 4.67308 2.82412 2.81053 0.0207 -0.0159 0.0068
C 4.67228 2.15414 4.17289 0.0007 -0.0077 -0.0018
C 3.26060 1.74245 4.54628 0.0107 0.0160 0.0122
N 2.65789 0.97634 3.42984 0.0063 0.0324 -0.0313
H 4.37082 1.88726 0.89484 -0.0042 0.0163 0.0076
H 4.14002 3.77532 2.82365 -0.0071 -0.0020 -0.0002
H 5.68405 3.00228 2.45317 -0.0019 0.0026 -0.0047
H 5.05599 2.84343 4.92268 -0.0010 0.0014 -0.0007
H 5.32962 1.28336 4.15886 -0.0012 0.0000 0.0037
H 2.63064 2.61034 4.74396 -0.0041 -0.0015 0.0027
H 3.25106 1.10152 5.42495 -0.0039 -0.0108 -0.0073
H 1.88374 0.36923 3.63751 -0.0357 -0.0258 0.0248
```
Positions in Å, forces in eV/Å.

=====

(2)
The ion CH4Cl2O2P with charge +1 in a non-equilibrium geometry. Source: the OMol25 dataset; level of theory: ωB97M-V/def2-TZVPD.

Summary:
DFT total energy, a.u.: -1452.4602
Lowest unoccupied orbital energy, eV: -5.35
Charge: +1
Kohn-Sham gap, eV: 11.55
2S+1: 1

```
10
Properties=species:S:1:pos:R:3:forces:R:3
C 0.73212 1.06332 0.12458 0.5575 0.7029 0.2382
O -1.29706 -0.77382 1.55445 7.5096 0.5534 -5.8431
O 1.13628 -0.38872 0.25823 -1.3243 -0.5101 0.8143
P 0.58608 -1.28602 1.38433 -4.6297 2.3369 0.5387
Cl 1.48845 -0.95449 3.11037 -0.4770 -0.2803 -0.6985
Cl 0.66078 -3.10439 0.80231 0.1040 -0.3701 0.0944
H 0.28312 1.14511 -0.91568 0.9801 0.0628 1.4013
H 1.76336 1.50487 0.33044 -1.8229 0.1559 -0.7913
H -0.03573 1.38870 0.90284 1.1158 -0.7416 -0.9852
H -1.64924 -1.03455 2.32119 -2.0131 -1.9099 5.2314
```
Positions in Å, forces in eV/Å.

=====

(3)
A cluster of 2 separate species, C4H9NO in total in a non-equilibrium geometry. Source: the OMol25 dataset; level of theory: ωB97M-V/def2-TZVPD.

Summary:
DFT total energy, a.u.: -287.7321
Lowest unoccupied orbital energy, eV: 0.70
Kohn-Sham gap, eV: 10.07
Structure (SMILES): CC(C)=O.C=N
2S+1: 1

```
15
Properties=species:S:1:pos:R:3:forces:R:3
C 0.78189 1.69545 -0.46412 1.1213 0.6501 -2.5167
C 0.18027 -1.50516 -0.44224 -0.1584 1.9532 0.6724
C -1.43038 -0.08205 0.95291 0.2986 1.3937 -0.1465
N 0.98772 0.95316 -1.49711 -0.5004 0.9883 1.0268
C 0.04027 -0.31643 0.67482 -0.1718 -5.3478 0.3108
O 0.90593 -0.22656 1.51802 -0.2179 1.0910 -0.3684
H 1.94273 0.59866 -1.55388 0.0604 0.1750 0.2174
H -0.17638 2.19927 -0.40004 -0.2936 -0.2337 0.2691
H 1.57291 2.09503 0.17141 -0.0741 -0.4728 0.3202
H -0.53501 -2.26344 -0.13462 0.0491 -0.1774 0.0767
H -0.10409 -1.12822 -1.42314 -0.0517 -0.1057 0.0259
H 1.18900 -1.90520 -0.48215 0.0496 0.0635 0.1835
H -1.53870 0.71897 1.68183 -0.1814 0.0780 -0.0146
H -1.94851 0.15400 0.02704 -0.1907 0.0691 -0.0059
H -1.86765 -0.98746 1.37127 0.2611 -0.1246 -0.0507
```
Positions in Å, forces in eV/Å.

=====

(4)
The ion C6H10 with charge +1 in a non-equilibrium geometry. Source: the OMol25 dataset; level of theory: ωB97M-V/def2-TZVPD.

Summary:
<S²>: 0.79
DFT total energy, a.u.: -234.2226
Lowest unoccupied orbital energy (spin up / spin down), eV: -5.26 / -7.80
Charge: +1
Kohn-Sham gap (spin up / spin down), eV: 9.34 / 7.32
2S+1: 2

```
16
Properties=species:S:1:pos:R:3:forces:R:3
C 0.13559 -1.63629 0.18633 -1.8891 1.0200 0.5616
C 0.92243 -2.08200 1.20196 1.8759 -0.0437 0.6436
C 0.80929 0.65826 -0.34074 1.0038 1.4792 -1.7805
C -0.15236 -0.31212 -0.31477 -0.5819 -1.1058 3.0993
C -1.59365 0.06989 -0.19280 -1.4255 -0.8329 -1.3473
C 0.60282 2.06523 -0.84838 1.1452 -0.5977 1.8793
H -0.78957 -2.23484 0.20611 0.5223 -0.6661 -1.0697
H 1.42827 -1.47681 1.95733 0.1375 0.5504 -0.6865
H 1.16176 -3.12147 1.41865 -0.9491 -0.1707 -0.2844
H 1.85492 0.45479 -0.10595 -0.2727 -0.4834 0.1594
H -2.02630 0.00829 0.81923 0.8954 0.4592 0.0800
H -1.87456 0.99166 -0.68607 0.1750 0.3022 0.1928
H -2.24900 -0.68086 -0.65429 0.2880 -0.0469 -0.3911
H 0.07393 2.16720 -1.78237 -0.2028 -0.0549 -0.1879
H 0.09942 2.60684 -0.03607 -0.4482 0.0729 -0.2105
H 1.59700 2.52222 -0.82819 -0.2739 0.1183 -0.6581
```
Positions in Å, forces in eV/Å.

=====

(5)
An isolated molecule of C2H6N2O in a non-equilibrium geometry. Source: the OMol25 dataset; level of theory: ωB97M-V/def2-TZVPD.

Summary:
DFT total energy, a.u.: -264.4561
Lowest unoccupied orbital energy, eV: 0.99
Kohn-Sham gap, eV: 10.01
Structure (SMILES): [H]/N=C/NOC
2S+1: 1

```
11
Properties=species:S:1:pos:R:3:forces:R:3
C 0.65741 1.71551 -0.42962 -0.0925 -0.5614 -0.9426
C -0.30916 -1.29880 0.50418 2.1403 1.3022 -0.2878
H 1.68682 1.68039 -0.72999 0.6010 -0.1101 -0.6115
H 0.65367 1.65284 0.60270 -0.1314 0.5308 2.2975
H 0.16876 2.58897 -0.83586 -0.1451 0.1564 0.0890
H 0.87889 -1.10523 -1.28999 -0.8478 0.4537 0.5952
H -0.02754 -2.36713 0.64118 -0.1690 0.6184 -0.6541
H -1.20485 -1.24913 2.11322 -0.6029 -0.5775 0.7226
N 0.43718 -0.57523 -0.51878 0.1299 -3.3806 1.6386
N -0.93995 -0.63226 1.38118 0.1917 0.1631 -1.1410
O -0.09073 0.59393 -0.87318 -1.0741 1.4051 -1.7058
```
Positions in Å, forces in eV/Å.

=====

(6)
An isolated molecule of C6H10S2. Source: the OMol25 dataset; level of theory: ωB97M-V/def2-TZVPD.

Summary:
DFT total energy, a.u.: -1030.9455
Lowest unoccupied orbital energy, eV: 0.78
Kohn-Sham gap, eV: 9.71
Structure (SMILES): C=CCSSCC=C
2S+1: 1

```
18
Properties=species:S:1:pos:R:3:forces:R:3
C 2.25252 -2.62066 -2.13309 0.2643 0.0157 0.1982
C 1.23845 -2.08309 -1.46959 -0.2059 0.1637 0.2961
C 1.41541 -1.29800 -0.19191 0.4649 0.1528 -0.4991
C -1.64229 0.26884 1.35160 -0.1737 -0.3264 -0.0937
C -1.53957 1.55325 2.10755 -0.2583 0.0801 0.0023
C -1.29738 2.76187 1.62708 0.1796 0.3944 0.3759
H 3.27749 -2.50841 -1.75755 -0.3763 -0.0676 -0.2375
H 2.10772 -3.19802 -3.04085 0.0206 0.1061 0.1057
H 0.20739 -2.20284 -1.81886 0.3347 0.0648 0.0693
H 2.48159 -1.21676 0.06689 -0.2262 -0.1878 -0.0312
H 0.89223 -1.75164 0.64151 -0.1176 -0.0760 0.1526
H -2.69186 -0.07858 1.32628 0.2800 0.1972 -0.0493
H -1.10777 -0.52005 1.88746 0.1059 0.0292 -0.1077
H -1.74822 1.42457 3.16537 0.0786 0.1415 0.0817
H -1.26408 3.62295 2.30242 -0.0619 -0.3388 -0.2542
H -1.08854 2.96172 0.58337 -0.0342 -0.1539 -0.0106
S 0.90731 0.45645 -0.30583 -0.3214 -0.2274 0.0354
S -1.13411 0.29191 -0.38828 0.0470 0.0323 -0.0341
```
Positions in Å, forces in eV/Å.